Here is a structure of composition C32H53Br22NO3 at a distorted geometry from the Open Molecules 2025 dataset. Energies are from ωB97M-V with the def2-TZVPD basis set.

Geometry (Å):
C -2.6071 -0.9453 -0.4533
C -1.3940 -1.7006 0.3501
C -0.4902 -0.5345 0.9866
C 0.6895 -1.0265 1.9441
C 1.5824 -2.1053 1.7170
O 1.4671 -2.9187 0.5317
C 0.7943 -4.1143 0.9711
N -0.0055 -4.9686 1.2998
C 2.7626 -2.4604 2.7581
O 3.3761 -3.5703 2.7710
C 3.2363 -1.3412 3.8280
C 2.3357 -0.2509 4.0690
C 0.9258 -0.1779 3.3051
O 0.0263 0.5389 3.8372
H -2.2900 -0.8203 -1.5499
H -3.6042 -1.4887 -0.3100
H -2.6486 0.1255 -0.0085
H -1.8287 -2.4448 1.0997
H -0.7609 -2.2364 -0.4455
H -0.0913 0.1899 0.1752
H -1.1993 0.0997 1.6541
H 4.2638 -1.4125 4.3568
H 2.6123 0.5589 4.8218
Br -5.0942 1.5431 -1.5762
C -4.8254 2.8326 -0.1405
C -3.6473 3.7304 -0.4263
Br -1.9587 2.8117 -0.0960
H -4.7216 2.2631 0.7839
H -5.7497 3.4127 -0.1024
H -3.6420 4.5858 0.2517
H -3.6176 4.0887 -1.4551
Br 3.9955 2.7942 2.1104
C 2.1787 3.4986 2.1682
C 1.3357 2.9309 1.0539
Br 1.7499 3.7790 -0.6533
H 2.2576 4.5858 2.1388
H 1.7864 3.1931 3.1402
H 0.2794 3.1416 1.2259
H 1.4694 1.8573 0.9160
Br -4.7475 -2.7876 1.2745
C -5.4305 -4.5939 1.0133
C -4.3450 -5.5219 0.5264
Br -3.9740 -5.2430 -1.3670
H -6.2751 -4.5190 0.3276
H -5.7921 -4.9063 1.9948
H -4.6654 -6.5625 0.6030
H -3.4002 -5.3981 1.0571
Br -2.4814 2.6616 -4.0216
C -0.6219 2.3948 -3.5013
C 0.1219 1.5748 -4.5260
Br -0.3283 -0.3165 -4.3791
H -0.6313 1.9417 -2.5097
H -0.1998 3.3994 -3.4326
H 1.1985 1.6245 -4.3512
H -0.0881 1.8730 -5.5538
Br -0.0921 4.4158 -7.4288
C 1.7676 4.1497 -6.9078
C 2.5115 3.3293 -7.9323
Br 2.0616 1.4383 -7.7856
H 1.7586 3.6967 -5.9158
H 2.1897 5.1546 -6.8394
H 3.5879 3.3796 -7.7575
H 2.3013 3.6273 -8.9599
Br 2.6232 8.1420 -7.9100
C 3.4445 7.9161 -9.6628
C 3.9011 6.4938 -9.8736
Br 5.5532 6.1291 -8.9053
H 4.2531 8.6444 -9.7314
H 2.6634 8.1787 -10.3786
H 4.1429 6.3189 -10.9235
H 3.1707 5.7536 -9.5460
Br 2.0131 -3.1329 7.5156
C 1.1537 -4.6567 6.6542
C 1.0181 -4.4406 5.1679
Br -0.4445 -3.2169 4.7625
H 0.1984 -4.8094 7.1575
H 1.8079 -5.5058 6.8608
H 0.7556 -5.3733 4.6653
H 1.9157 -4.0271 4.7089
Br -3.9766 -5.7005 -5.1976
C -5.5499 -6.4812 -4.3522
C -6.7152 -6.5361 -5.3090
Br -7.5376 -4.7817 -5.5233
H -5.7539 -5.8944 -3.4566
H -5.2449 -7.4877 -4.0597
H -7.5074 -7.1746 -4.9140
H -6.4396 -6.8820 -6.3056
Br -4.7822 5.9169 -2.5427
C -6.7125 6.0745 -2.3208
C -7.4325 4.9106 -2.9562
Br -7.5059 5.0980 -4.8947
H -7.0026 7.0406 -2.7350
H -6.8745 6.0840 -1.2412
H -8.4749 4.8810 -2.6340
H -6.9650 3.9472 -2.7471
Br 7.2483 -2.1266 11.2394
C 5.4291 -1.4302 11.3092
C 4.5794 -2.0081 10.2048
Br 4.9780 -1.1665 8.4923
H 5.5030 -0.3429 11.2730
H 5.0468 -1.7317 12.2862
H 3.5228 -1.8011 10.3837
H 4.7162 -3.0815 10.0711
Br 8.7003 -1.8206 7.1680
C 7.8393 -3.3394 6.3040
C 7.7045 -3.1169 4.8181
Br 6.2448 -1.8875 4.4162
H 6.8834 -3.4919 6.8071
H 8.4917 -4.1906 6.5077
H 7.4399 -4.0469 4.3117
H 8.6033 -2.7030 4.3602

Properties
Spin multiplicity   1
DFT total energy   -1582606.4319 eV
HOMO   -9.56 eV

These are the Mulliken partial charges, in e, on atoms 1 to 99: -0.29 -0.12 -0.41 0.42 0.35 -0.41 0.45 -0.52 0.50 -0.62 0.08 -0.78 0.53 -0.62 0.11 0.10 -0.12 0.09 0.15 0.05 0.37 0.05 0.43 -0.12 -0.75 -0.20 -0.04 0.44 0.38 0.52 -0.23 -0.16 -0.63 -0.08 -0.11 0.48 0.39 0.04 0.01 -0.12 -0.56 -0.58 -0.09 0.37 0.33 0.36 0.33 -0.11 0.15 -0.59 -0.16 -0.23 0.35 0.41 0.21 -0.10 -0.40 -0.60 -0.16 0.30 0.24 0.38 0.34 -0.13 -0.57 -0.37 -0.12 0.39 0.34 0.38 0.09 -0.12 -0.69 -0.31 -0.08 0.38 0.39 0.40 0.03 -0.12 -0.53 -0.56 -0.14 0.25 0.35 0.34 0.38 -0.05 -0.63 -0.36 -0.13 0.41 0.34 0.37 0.12 -0.14 -0.58 -0.64 -0.11